Model 1:
ORCA calculation (the ωB97M-V functional and the def2-TZVPD basis) on C27H29FN2O3SbSe5W as an isolated structure.

Last column: Mulliken charge in e.
Cartesian coordinates (Å):
W1 0.34 0.83 -0.90  1.10
C1 1.06 0.73 3.47  -1.61
C2 0.44 -0.52 2.88  1.34
C3 1.28 -1.47 2.28  0.75
C4 2.77 -1.24 2.36  -2.12
C5 0.72 -2.61 1.69  1.62
C6 1.58 -3.72 1.11  -2.59
C7 -0.67 -2.76 1.67  0.87
C8 -1.30 -3.95 0.98  -2.09
C9 -1.50 -1.82 2.28  1.55
C10 -3.00 -2.00 2.29  -2.46
C11 -0.94 -0.71 2.93  0.74
C12 -1.82 0.26 3.67  -2.04
H1 1.66 0.51 4.36  0.27
H2 0.31 1.46 3.75  -0.01
H3 1.72 1.21 2.75  0.19
H4 3.14 -1.38 3.38  0.42
H5 3.03 -0.22 2.06  0.20
H6 3.34 -1.90 1.71  0.30
H7 1.47 -3.77 0.02  0.39
H8 1.28 -4.69 1.51  0.50
H9 2.63 -3.59 1.34  0.44
H10 -1.86 -4.58 1.69  0.35
H11 -0.57 -4.58 0.48  0.42
H12 -2.01 -3.62 0.22  0.15
H13 -3.34 -2.41 3.24  0.40
H14 -3.34 -2.65 1.49  0.42
H15 -3.50 -1.04 2.14  0.42
H16 -2.11 1.11 3.05  0.20
H17 -1.33 0.66 4.55  0.49
H18 -2.74 -0.23 4.01  0.48
Se1 0.56 5.92 0.17  -0.55
Sb1 0.57 4.01 1.60  0.55
Se2 2.45 1.45 -0.31  -0.40
Se3 -1.05 2.19 0.39  -0.31
Se4 -0.38 4.09 3.80  -0.55
C13 1.97 -1.85 -7.86  -1.92
C14 2.41 -2.82 -6.77  0.56
C15 3.85 -3.24 -6.97  -0.95
C16 4.24 -4.29 -5.93  -1.15
C17 3.94 -3.78 -4.55  1.37
C18 4.65 -4.27 -3.46  -0.78
C19 4.39 -3.78 -2.19  -0.05
F1 5.11 -4.26 -1.16  -0.36
C20 3.43 -2.83 -1.96  -1.41
C21 2.70 -2.34 -3.04  -0.12
C22 1.67 -1.32 -2.79  1.68
O1 1.36 -1.04 -1.62  -0.03
C23 1.10 -0.73 -3.95  -0.64
C24 1.39 -1.25 -5.18  -0.23
N1 2.26 -2.24 -5.41  0.21
C25 2.96 -2.80 -4.34  -0.40
C26 0.14 0.42 -3.95  0.29
O2 -0.44 0.75 -4.96  -0.71
O3 0.08 1.11 -2.83  -0.53
H19 2.22 -2.29 -8.83  0.44
H20 2.48 -0.90 -7.77  0.40
H21 0.89 -1.67 -7.86  0.52
H22 1.77 -3.71 -6.81  0.14
H23 4.50 -2.36 -6.89  0.32
H24 3.97 -3.65 -7.98  0.35
H25 5.29 -4.55 -6.01  0.44
H26 3.67 -5.20 -6.12  0.35
H27 5.42 -5.01 -3.60  0.50
H28 3.23 -2.45 -0.97  1.13
H29 0.87 -0.82 -6.01  0.70
Se5 -3.63 -2.13 -1.64  -0.23
C27 -2.15 -1.21 -1.24  0.21
N2 -1.16 -0.65 -0.97  -0.93

## Properties
HOMO (spin up / spin down)	-0.1707 / -0.1745	Ha
LUMO energy (spin up / spin down)	1.2 / 0.6	eV
total charge	-1
⟨S²⟩	2.057
multiplicity	3

Model 2:
ORCA calculation (the ωB97M-V functional and the def2-TZVPD basis) on C27H29FN2O3SbSe5W as an isolated structure.

Last column: Mulliken charge in e.
Cartesian coordinates (Å):
W1 -0.64 0.59 1.15  -0.81
C1 -2.71 4.53 1.08  -2.86
C2 -3.11 3.16 0.57  1.94
C3 -3.67 2.21 1.44  0.50
C4 -4.16 2.60 2.81  -1.78
C5 -3.97 0.93 0.95  1.56
C6 -4.71 -0.05 1.82  -1.96
C7 -3.77 0.63 -0.40  0.44
C8 -4.27 -0.68 -0.96  -2.33
C9 -3.22 1.58 -1.26  1.98
C10 -2.95 1.24 -2.70  -2.86
C11 -2.92 2.86 -0.77  0.88
C12 -2.46 3.92 -1.74  -2.55
H1 -3.51 5.26 0.95  0.37
H2 -1.82 4.89 0.56  0.55
H3 -2.44 4.49 2.14  0.48
H4 -5.25 2.49 2.84  0.36
H5 -3.93 3.63 3.05  0.41
H6 -3.76 1.98 3.61  0.14
H7 -5.78 -0.01 1.58  0.43
H8 -4.61 0.15 2.87  0.30
H9 -4.38 -1.07 1.64  0.37
H10 -5.20 -0.97 -0.48  0.50
H11 -3.54 -1.48 -0.78  0.23
H12 -4.44 -0.62 -2.03  0.45
H13 -3.84 1.39 -3.33  0.35
H14 -2.63 0.20 -2.80  0.64
H15 -2.14 1.85 -3.11  0.47
H16 -2.98 3.82 -2.70  0.47
H17 -1.39 3.85 -1.94  0.35
H18 -2.66 4.92 -1.36  0.48
Se1 -3.18 -0.35 5.21  -0.63
Sb1 -1.41 -0.19 3.57  0.46
Se2 -1.48 -1.73 1.33  -0.43
Se3 -0.44 2.26 2.93  -0.52
Se4 0.51 -1.20 4.69  -0.65
C13 3.54 -3.35 -3.45  -1.90
C14 4.04 -3.36 -2.01  0.57
C15 5.52 -3.03 -1.95  -0.98
C16 6.02 -3.19 -0.52  -1.04
C17 5.17 -2.37 0.42  1.20
C18 5.66 -1.97 1.63  -0.75
C19 4.87 -1.22 2.50  -0.02
F1 5.40 -0.86 3.68  -0.36
C20 3.61 -0.83 2.18  -0.91
C21 3.10 -1.21 0.93  0.72
C22 1.79 -0.76 0.53  1.78
O1 1.20 0.02 1.32  -0.03
C23 1.26 -1.22 -0.70  0.23
C24 2.05 -2.05 -1.45  -0.62
N1 3.29 -2.41 -1.15  0.28
C25 3.85 -2.00 0.06  -1.10
C26 -0.10 -0.86 -1.33  0.09
O2 -0.50 -1.42 -2.32  -0.75
O3 -0.72 0.13 -0.76  0.52
H19 4.24 -3.93 -4.06  0.44
H20 3.51 -2.33 -3.84  0.39
H21 2.56 -3.80 -3.56  0.52
H22 3.89 -4.36 -1.60  0.15
H23 5.66 -2.00 -2.28  0.34
H24 6.06 -3.69 -2.62  0.36
H25 7.06 -2.87 -0.44  0.45
H26 5.98 -4.24 -0.24  0.33
H27 6.67 -2.24 1.92  0.50
H28 3.00 -0.26 2.87  0.61
H29 1.63 -2.43 -2.37  0.77
Se5 2.55 2.24 -1.41  -0.30
C27 1.01 2.37 -0.49  0.13
N2 -0.03 2.42 0.06  -0.37

## Properties
HOMO (spin up / spin down)	-0.1519 / -0.1502	Ha
LUMO energy (spin up / spin down)	1.1 / 0.8	eV
total charge	-1
⟨S²⟩	2.036
multiplicity	3

Unit: eV. Relative energies: model 1 0.000; model 2 1.356.

Model 1:
ORCA calculation (the ωB97M-V functional and the def2-TZVPD basis) on an isolated ion of composition C5H10NO2 and charge -1.

Last column: Mulliken charge in e.
Cartesian coordinates (Å):
O1 3.10 -1.68 1.28  -0.60
C1 2.07 -1.31 0.76  0.10
N1 1.99 -0.80 -0.51  -0.10
C2 0.87 -0.01 -0.98  -0.63
C3 0.08 0.86 0.01  -0.81
C4 -1.06 0.15 0.73  -0.65
C5 -2.47 0.49 -0.12  -0.40
O2 -2.72 1.77 -0.13  -0.84
H1 1.09 -1.52 1.25  0.27
H2 2.87 -0.59 -0.97  0.25
H3 1.15 0.50 -1.91  0.38
H4 0.05 -0.62 -1.43  0.24
H5 -0.20 1.82 -0.43  0.45
H6 0.81 1.23 0.76  0.33
H7 -0.91 -0.92 0.78  0.34
H8 -1.33 0.76 1.59  0.31
H9 -2.25 0.04 -1.14  0.17
H10 -3.16 -0.17 0.46  0.21

## Properties
HOMO	-0.0933	Ha
LUMO energy	3.6	eV
total charge	-1
SMILES string	O=CNCCCC[O-]

Model 2:
ORCA calculation (the ωB97M-V functional and the def2-TZVPD basis) on a 2-piece molecular cluster, C5H10NO2 overall.

Last column: Mulliken charge in e.
Cartesian coordinates (Å):
C1 -1.42 -1.02 1.33  -0.10
C2 -1.36 -0.81 -0.15  -1.04
C3 -0.08 -0.44 1.69  -0.76
C4 -0.52 0.18 -0.42  1.06
C5 -0.28 1.07 -1.63  -1.70
N1 0.21 0.54 0.62  -0.04
O1 1.51 1.00 0.48  -0.76
O2 2.77 -0.37 -1.15  -0.76
H1 -2.32 -0.49 1.78  0.20
H2 -1.45 -2.10 1.55  0.24
H3 3.15 0.47 -1.65  0.28
H4 -2.36 -1.04 -0.57  0.19
H5 -0.06 0.16 2.64  0.29
H6 0.75 -1.20 1.77  0.22
H7 0.45 0.78 -2.28  0.33
H8 0.08 1.95 -1.28  0.50
H9 -1.13 1.22 -2.18  0.47
H10 2.07 0.09 -0.55  0.35

## Properties
HOMO	-0.0797	Ha
LUMO energy	4.2	eV
total charge	-1

Model 3:
ORCA calculation (the ωB97M-V functional and the def2-TZVPD basis) on a 2-piece molecular cluster, C5H10NO2 overall.

Last column: Mulliken charge in e.
Cartesian coordinates (Å):
C1 -1.59 0.17 0.19  -0.59
C2 -1.33 1.65 -0.09  -0.35
C3 -0.27 2.29 0.46  0.05
N1 0.03 3.61 0.16  -0.43
H1 -0.62 -0.20 0.64  0.02
H2 -2.42 -0.05 0.97  0.19
H3 -1.85 -0.34 -0.68  0.33
H4 -2.02 2.24 -0.71  0.19
H5 0.54 1.81 1.06  0.25
H6 0.68 4.10 0.75  0.18
H7 -0.59 4.19 -0.39  0.17
O1 -0.44 -2.30 -0.78  -0.74
C4 0.68 -2.22 -0.18  0.67
O2 1.08 -1.30 0.59  -0.75
C5 1.82 -3.27 -0.41  -0.93
H8 2.71 -2.81 -0.01  0.29
H9 1.59 -4.29 -0.07  0.21
H10 2.00 -3.29 -1.49  0.24

## Properties
HOMO	-0.1403	Ha
LUMO energy	3.8	eV
total charge	-1

Model 4:
ORCA calculation (the ωB97M-V functional and the def2-TZVPD basis) on an isolated ion of composition C5H10NO2 and charge -1.

Last column: Mulliken charge in e.
Cartesian coordinates (Å):
C1 -0.03 1.59 2.45  -0.74
N1 0.04 1.82 1.02  -0.28
C2 -0.43 0.84 0.07  0.49
O1 -0.59 1.35 -1.08  -0.80
C3 -0.73 -0.45 0.42  -0.40
C4 -0.66 -1.50 -0.65  -0.95
C5 0.66 -2.18 -0.99  -0.23
O2 1.60 -1.28 -1.53  -0.57
H1 0.80 2.14 2.94  0.25
H2 0.07 0.52 2.67  0.26
H3 -0.91 2.04 2.93  0.21
H4 -0.35 2.71 0.74  0.23
H5 -0.75 -0.93 1.40  0.14
H6 -1.34 -2.35 -0.41  0.34
H7 -1.18 -1.06 -1.52  0.30
H8 1.15 -2.55 -0.05  0.17
H9 0.62 -3.03 -1.71  0.26
H10 1.42 -0.34 -1.40  0.33

## Properties
HOMO	-0.0866	Ha
LUMO energy	4.1	eV
total charge	-1
SMILES string	CN/C([O-])=C/CCO

Unit: eV. Relative energies: model 1 1.143; model 2 2.773; model 3 0.000; model 4 0.676.